# 1
98
Properties=species:S:1:pos:R:3:forces:R:3 method="wB97M-V/def2-TZVPD" multiplicity=1 e_lumo_ev=1.788 energy_ev=-101821.5904 charge=-1
Sr 14.734 11.438 11.489 -0.4 1.3 -0.9
C 11.125 13.508 7.579 -0.6 2.0 0.2
S 12.516 12.994 6.584 0.1 0.1 -1.4
C 13.517 12.246 7.823 -0.4 -0.3 2.1
S 14.457 13.273 8.827 -0.2 -1.1 -1.1
N 13.178 10.950 7.986 1.4 0.6 0.6
N 13.786 10.396 9.083 0.2 -2.2 -0.7
C 13.950 9.083 8.963 -1.6 3.4 -1.4
C 14.451 8.260 9.979 0.1 -2.9 1.1
C 14.447 6.857 9.702 0.8 -0.8 1.0
C 14.972 5.943 10.642 -0.7 0.7 0.0
C 15.393 6.434 11.895 0.2 -0.9 -0.6
C 15.312 7.801 12.072 0.8 0.5 0.2
N 14.853 8.698 11.171 0.4 -0.3 0.6
H 10.942 14.583 7.255 0.1 -1.2 0.5
H 11.431 13.570 8.646 -0.4 -0.3 -0.6
H 10.180 12.970 7.386 0.7 -0.2 0.3
H 13.570 8.619 8.041 0.3 0.1 0.3
H 14.049 6.484 8.763 0.2 0.2 0.0
H 15.002 4.854 10.475 -0.1 0.7 -0.2
H 15.837 5.732 12.655 -0.6 1.1 -0.8
H 15.808 8.196 12.965 -0.6 0.3 -0.2
S 12.638 13.943 11.346 0.7 0.1 0.0
C 11.218 14.520 12.074 -1.9 -0.8 0.1
C 10.183 13.486 12.391 0.9 1.6 -0.7
C 8.958 13.911 12.791 -0.6 -0.1 0.3
C 8.736 15.293 12.934 -0.1 -0.1 0.8
C 9.740 16.208 12.680 -0.3 -0.8 -0.9
N 10.938 15.861 12.182 0.3 -1.3 0.5
H 10.354 12.450 12.116 0.4 0.1 0.3
H 8.124 13.200 13.008 0.8 0.6 -0.3
H 7.797 15.587 13.358 -0.4 0.5 0.0
H 9.515 17.277 12.707 0.2 -0.1 0.2
O 11.329 9.892 17.649 -1.0 -0.8 0.5
C 10.685 9.187 16.587 1.1 0.5 -1.0
C 11.391 9.700 15.353 0.0 -0.9 -0.5
C 11.470 8.975 14.158 0.1 0.1 0.2
C 12.276 9.398 13.145 1.6 2.1 -0.6
N 13.158 10.476 13.309 -1.4 -1.7 0.6
C 13.081 11.128 14.475 0.3 0.6 -0.3
C 12.120 10.853 15.444 -0.4 0.6 -0.2
C 14.032 12.253 14.822 1.0 0.3 0.9
C 14.121 12.703 16.182 0.3 0.1 -1.9
C 14.774 13.904 16.490 -1.1 -0.6 0.1
C 14.656 14.440 17.912 0.0 -1.0 -0.2
O 14.535 13.243 18.724 -0.4 0.7 -0.3
C 15.422 14.563 15.452 -0.5 0.5 1.4
C 15.441 13.951 14.242 0.2 -1.2 -2.2
N 14.828 12.774 13.892 -0.6 1.5 0.7
H 11.370 9.200 18.306 0.3 0.3 0.9
H 9.620 9.366 16.501 -0.4 0.0 0.4
H 10.898 8.113 16.689 -0.3 0.2 -0.2
H 10.945 8.067 13.969 -0.6 -0.5 0.2
H 12.253 8.918 12.146 0.3 0.4 0.8
H 11.901 11.608 16.197 0.4 -0.6 0.1
H 13.777 11.999 16.892 -0.6 0.1 1.0
H 13.712 15.021 18.070 0.9 -0.2 -0.3
H 15.556 15.051 18.114 -0.5 -0.3 0.3
H 15.157 13.242 19.434 0.6 0.2 0.6
H 15.888 15.541 15.631 -0.1 -0.5 -0.4
H 15.962 14.422 13.422 0.2 -0.1 -0.2
O 16.893 10.608 12.157 1.4 -0.3 -0.4
N 18.000 11.081 11.771 -1.9 4.2 -0.2
N 17.823 12.460 11.420 1.0 -2.5 0.7
O 16.655 13.093 11.435 1.7 -1.2 0.3
C 19.056 13.204 11.238 0.3 0.3 0.3
C 18.988 14.617 11.449 0.8 -1.3 -1.3
C 20.066 15.405 11.051 0.2 -1.0 0.3
C 21.226 14.785 10.597 0.5 0.6 0.3
C 21.393 13.410 10.632 -0.8 -0.7 0.4
C 20.319 12.569 10.923 -2.1 0.9 0.2
H 18.093 15.091 11.763 -0.8 0.0 0.2
H 20.045 16.481 11.164 -0.2 0.0 -0.2
H 22.052 15.411 10.282 0.1 0.0 0.1
H 22.357 12.951 10.511 0.3 0.1 -0.5
H 20.337 11.470 10.876 0.2 0.7 0.0
C 12.789 19.744 14.041 -0.1 1.5 0.9
C 12.467 18.969 12.811 2.1 -1.2 -1.4
P 14.128 17.992 12.246 -1.9 0.6 0.7
C 13.431 17.585 10.603 1.2 -0.2 0.3
C 12.821 18.736 9.842 0.1 1.2 -0.7
C 15.328 19.362 11.895 -0.5 0.6 -2.2
C 16.256 19.100 10.651 0.6 0.7 0.5
H 11.987 19.579 14.790 0.7 0.2 0.0
H 12.798 20.870 13.813 0.3 -1.5 0.5
H 13.787 19.420 14.449 -1.0 0.6 0.0
H 12.106 19.585 11.980 0.1 -0.1 0.3
H 11.788 18.136 12.937 -0.2 -0.1 0.2
H 12.741 16.780 10.884 0.1 0.0 -0.6
H 14.314 17.199 10.064 -0.7 -0.4 -0.1
H 13.096 18.672 8.776 -0.5 -0.1 0.2
H 13.220 19.734 10.150 -0.1 -0.7 -0.1
H 11.731 18.829 9.959 0.3 -0.3 -0.2
H 15.964 19.544 12.718 0.6 0.0 1.2
H 14.803 20.321 11.736 0.0 -0.3 -0.1
H 17.082 18.417 10.899 -0.4 -0.1 0.0
H 16.785 20.050 10.363 -0.6 -0.7 0.2
H 15.758 18.698 9.765 -0.1 0.2 0.2

# 2
97
Properties=species:S:1:pos:R:3:forces:R:3 method="wB97M-V/def2-TZVPD" multiplicity=2 e_lumo_ev="-1.210 / -0.952" energy_ev=-184880.8672
Re -0.135 0.044 -1.758 0.2 0.3 -1.0
S -4.019 1.338 -5.133 0.0 0.0 -0.1
As -2.021 0.817 -4.953 0.0 0.2 0.0
S 0.496 1.759 -3.103 -0.1 -1.0 0.4
S -2.105 -0.294 -2.867 0.3 -0.1 0.7
S -1.121 2.737 -3.853 -0.3 0.2 -0.1
C 1.951 4.470 4.002 0.1 0.0 -0.1
S 0.161 4.690 4.004 0.0 0.0 0.1
C -0.373 3.010 4.464 0.0 0.0 -0.2
C -0.936 2.213 3.292 0.0 0.0 0.0
C 0.117 1.965 2.218 -0.2 -0.1 0.1
N -0.300 1.039 1.153 0.0 0.3 0.1
P -1.237 1.471 -0.188 -0.4 0.0 0.1
C -1.321 3.291 -0.191 0.2 0.1 0.0
C -0.274 4.015 -0.762 0.0 0.1 0.1
C -0.248 5.400 -0.700 0.0 0.0 0.0
C -1.277 6.083 -0.070 0.0 0.0 0.0
C -2.330 5.379 0.497 0.0 -0.1 0.0
C -2.355 3.990 0.441 0.2 0.0 -0.1
C -2.976 1.000 0.066 0.1 0.1 0.1
C -3.350 0.090 1.042 -0.2 0.0 0.0
C -4.661 -0.376 1.116 0.0 0.1 -0.1
C -5.602 0.075 0.201 0.1 0.0 0.0
C -5.233 0.992 -0.778 -0.1 0.0 0.0
C -3.928 1.449 -0.849 0.0 0.1 -0.1
P 0.532 -0.465 0.649 0.0 0.2 0.1
C 0.851 -0.949 2.416 -0.1 0.0 0.1
C 2.154 -1.242 2.819 0.1 0.0 0.1
C 2.435 -1.578 4.138 0.0 0.0 -0.1
C 1.414 -1.650 5.077 0.0 0.0 0.0
C 0.112 -1.376 4.685 0.0 0.0 0.0
C -0.161 -1.023 3.370 0.2 0.0 0.0
C 2.116 0.215 -0.009 0.2 0.0 0.0
C 2.207 1.587 -0.261 0.2 -0.1 0.0
C 3.358 2.150 -0.811 -0.1 0.0 0.0
C 4.450 1.352 -1.087 0.0 -0.1 0.0
C 4.389 -0.018 -0.825 0.0 0.1 0.0
C 3.236 -0.584 -0.317 -0.1 0.1 0.0
H 2.393 5.456 3.852 0.0 -0.1 0.0
H 2.277 3.811 3.195 0.0 0.0 0.1
H 2.292 4.079 4.960 0.0 0.0 0.0
H -1.114 3.117 5.255 0.0 0.0 0.0
H 0.490 2.492 4.890 0.0 0.0 0.0
H -1.784 2.753 2.861 0.0 0.0 0.0
H -1.313 1.256 3.659 0.0 0.1 0.0
H 1.018 1.553 2.682 0.0 -0.1 0.0
H 0.400 2.933 1.798 0.0 0.0 -0.1
H 0.521 3.491 -1.278 -0.1 0.1 0.0
H 0.571 5.946 -1.154 0.0 0.0 0.0
H -1.261 7.165 -0.025 0.0 0.0 0.0
H -3.138 5.912 0.985 0.0 0.0 0.0
H -3.182 3.453 0.885 0.0 0.0 0.0
H -2.617 -0.248 1.753 0.2 -0.1 0.2
H -4.941 -1.086 1.885 0.0 0.0 0.0
H -6.621 -0.291 0.245 0.0 0.0 0.0
H -5.956 1.340 -1.505 0.0 0.0 0.0
H -3.649 2.147 -1.632 0.0 -0.1 0.0
H 2.968 -1.203 2.105 -0.1 0.0 0.1
H 3.458 -1.786 4.429 0.0 0.0 0.0
H 1.632 -1.921 6.104 0.0 0.0 -0.1
H -0.697 -1.430 5.404 0.0 0.0 0.0
H -1.177 -0.801 3.097 -0.2 0.0 -0.1
H 1.386 2.236 -0.015 0.0 0.0 0.1
H 3.385 3.214 -1.017 0.0 -0.1 0.0
H 5.351 1.789 -1.500 0.0 0.0 0.0
H 5.243 -0.651 -1.039 0.0 0.0 0.0
H 3.187 -1.649 -0.154 0.0 0.0 0.0
C -0.950 -5.208 -3.509 -0.1 0.0 -0.1
C -1.494 -4.453 -2.319 0.2 0.2 0.0
N -0.800 -3.173 -2.205 -0.1 -0.2 0.2
C 0.391 -2.867 -2.749 0.3 0.1 -0.2
N 0.841 -1.612 -2.674 0.2 -0.3 -0.1
C 2.108 -1.301 -3.368 -0.3 -0.1 0.2
C 3.061 -2.473 -3.321 0.2 0.1 0.1
C 2.389 -3.659 -3.957 -0.2 -0.1 0.2
N 1.076 -3.868 -3.349 0.0 0.0 -0.2
C 0.553 -5.237 -3.375 0.1 0.2 0.0
H -1.221 -4.691 -4.432 0.0 0.0 0.0
H -1.358 -6.217 -3.542 0.0 0.0 0.0
H -1.342 -5.039 -1.412 0.0 0.0 0.1
H -2.555 -4.245 -2.429 -0.1 0.0 0.0
H -1.345 -2.394 -1.879 -0.1 0.2 -0.1
H 2.553 -0.439 -2.887 0.1 0.2 0.1
H 1.898 -1.012 -4.402 -0.1 0.0 -0.1
H 3.299 -2.706 -2.280 0.0 0.0 0.0
H 3.988 -2.236 -3.848 0.0 0.0 0.0
H 2.969 -4.571 -3.810 0.0 0.0 0.0
H 2.280 -3.502 -5.033 0.0 0.0 -0.1
H 0.846 -5.755 -2.458 0.0 0.0 0.0
H 1.014 -5.745 -4.222 0.0 0.0 0.0
C -0.771 -3.446 1.125 0.0 0.1 0.0
C 0.530 -3.361 0.363 0.3 0.2 -0.2
O 1.044 -4.354 -0.116 0.0 0.1 0.1
O 1.117 -2.174 0.241 -0.2 -0.6 -0.2
H -0.566 -3.365 2.193 0.0 0.0 0.0
H -1.239 -4.407 0.936 0.0 0.0 0.0
H -1.454 -2.635 0.856 0.0 0.0 0.0